Molecular formula: C3H8N4O
Method: DFT, ωB97M-V/def2-TZVPD

Values from the calculation:
2S+1	1
net charge	0
energy above the lowest of the compared OMol25 structures with the same formula, charge and spin	3.965	eV
strongest force on any atom	3.0	eV Å⁻¹
frontier orbital gap	10.2	eV

Last column: Mulliken charge in e.
Positions of all 16 atoms, in Å:
C  0.478  0.582  -1.513  -1.17
N  1.219  0.204  0.808  -0.10
C  -1.941  0.430  0.872  0.47
C  0.617  -0.342  -0.352  0.68
N  -2.313  -0.847  0.948  -0.53
O  2.532  0.698  0.588  -0.49
N  -2.001  1.554  0.571  -0.47
N  0.227  -1.550  -0.364  -0.84
H  2.537  1.675  0.543  0.32
H  1.319  -0.143  1.761  0.25
H  -3.113  -1.107  0.390  0.26
H  -1.520  -1.476  0.768  0.33
H  0.625  -2.157  0.346  0.28
H  -0.050  1.490  -1.224  0.34
H  1.467  0.903  -1.839  0.34
H  -0.082  0.089  -2.302  0.33